[1]
{"formula": "C15H34Cl2CrN4O7S", "method": "wB97M-V/def2-TZVPD", "spin_multiplicity": 2, "s2": 0.76, "charge": 1, "orbital_gap_ev": [7.41, 8.01], "elements": ["Cr", "C", "N", "C", "C", "O", "C", "O", "C", "C", "O", "N", "C", "C", "H", "H", "H", "H", "H", "H", "H", "H", "H", "H", "H", "H", "H", "H", "H", "H", "C", "N", "C", "C", "C", "N", "C", "C", "H", "H", "H", "H", "H", "H", "H", "H", "H", "H", "H", "H", "H", "H", "H", "H", "O", "S", "O", "O", "O", "Cl", "C", "Cl", "H", "H"], "coordinates": [[-0.61099, -0.84387, -0.35855], [-4.62205, 1.58936, 2.29576], [-3.61288, 1.65965, 1.24422], [-4.09346, 2.11729, -0.05677], [-2.52887, 0.89433, 1.29221], [-1.72865, 0.83658, 0.31998], [-2.18864, 0.25082, 2.63003], [-0.85652, -0.19093, 2.70844], [0.07558, 0.84238, 2.84151], [0.71093, 1.15784, 1.49306], [0.82452, 0.24356, 0.63880], [1.18036, 2.37417, 1.26805], [1.68140, 2.73923, -0.05440], [1.29782, 3.42252, 2.26856], [-5.42734, 2.27357, 2.04655], [-5.03051, 0.57851, 2.36128], [-4.21700, 1.88512, 3.26175], [-4.53441, 3.10662, 0.04927], [-3.26667, 2.15770, -0.75652], [-4.83982, 1.41231, -0.42610], [-2.39627, 0.95129, 3.44369], [-2.82208, -0.62585, 2.75304], [-0.39182, 1.72652, 3.27765], [0.86033, 0.48838, 3.51599], [1.87001, 1.84177, -0.63214], [0.93667, 3.35178, -0.56617], [2.60278, 3.31006, 0.04837], [0.75359, 3.19430, 3.17862], [2.34836, 3.56165, 2.52922], [0.91674, 4.35899, 1.86264], [3.52232, -0.04408, -2.63464], [3.08504, -0.22266, -1.25420], [3.98683, 0.49889, -0.36608], [3.07049, -1.63320, -0.88620], [1.92315, -2.45171, -1.47909], [0.63887, -2.57906, -0.72196], [0.93689, -3.13776, 0.62697], [-0.12730, -3.61859, -1.45688], [4.56620, -0.36336, -2.77729], [3.44007, 1.00903, -2.90759], [2.89691, -0.61987, -3.31693], [4.99168, 0.05123, -0.34040], [3.58330, 0.50475, 0.64756], [4.09240, 1.52660, -0.71307], [3.07192, -1.70586, 0.20126], [3.99980, -2.10991, -1.23780], [2.29828, -3.47250, -1.60394], [1.68492, -2.06981, -2.46888], [1.70277, -3.91290, 0.54558], [0.03459, -3.56559, 1.04543], [1.27571, -2.35289, 1.30306], [0.44329, -4.55191, -1.45804], [-0.29302, -3.31294, -2.48319], [-1.08804, -3.80673, -1.00148], [-3.91901, -1.19605, 0.33937], [-2.87004, -2.03099, -0.18703], [-1.67691, -1.99512, 0.77162], [-2.17492, -1.34655, -1.37717], [-3.24461, -3.36677, -0.51924], [0.04382, 0.60841, -2.19889], [-0.63198, 0.33506, -3.83449], [-0.28525, -1.26113, -4.47358], [-0.16292, 1.06541, -4.48203], [-1.70633, 0.46295, -3.77882]], "atomic_forces_ev_per_a": [[-0.662, 0.088, 0.078], [-0.072, -0.112, 0.124], [0.055, -0.400, -0.264], [-0.001, 0.013, -0.071], [0.297, 0.598, 0.102], [0.074, -0.536, 0.053], [-0.050, -0.262, -0.191], [0.029, -0.026, -0.015], [-0.052, -0.181, -0.075], [0.068, 0.308, 0.282], [-0.412, -0.562, -0.549], [0.006, -0.272, -0.166], [-0.029, -0.007, -0.128], [-0.007, 0.166, 0.216], [0.019, 0.020, -0.019], [-0.027, 0.034, 0.007], [-0.014, 0.013, -0.015], [-0.007, -0.014, 0.030], [0.005, 0.010, 0.009], [-0.009, 0.019, -0.029], [-0.040, 0.001, -0.016], [-0.052, -0.046, -0.003], [0.045, -0.038, 0.023], [0.065, 0.103, -0.001], [0.019, -0.022, -0.002], [0.008, 0.037, 0.056], [-0.015, -0.002, 0.051], [0.046, 0.017, -0.071], [-0.007, 0.003, -0.040], [-0.021, -0.033, -0.037], [-0.049, -0.035, 0.097], [0.059, 0.067, -0.057], [0.053, -0.098, -0.118], [-0.203, 0.011, -0.022], [0.235, 0.203, -0.055], [0.313, 0.348, 0.156], [-0.057, 0.129, 0.129], [-0.106, -0.164, -0.107], [-0.006, 0.006, -0.029], [0.022, -0.014, -0.030], [-0.013, 0.040, -0.007], [0.005, 0.004, 0.014], [0.016, -0.001, 0.037], [0.053, -0.022, 0.044], [-0.004, -0.014, 0.018], [0.031, -0.040, 0.108], [-0.060, -0.001, -0.045], [-0.102, -0.039, -0.073], [0.022, 0.027, -0.030], [-0.086, -0.010, -0.018], [0.076, -0.026, -0.051], [0.055, 0.052, 0.030], [0.026, 0.145, -0.101], [-0.124, 0.016, 0.188], [-0.060, 0.283, -0.172], [-1.472, -0.884, 1.271], [-0.027, -0.053, 0.197], [1.758, 0.903, -0.153], [0.196, 0.020, -0.185], [0.380, 0.389, -0.507], [-0.271, -0.257, -0.157], [0.069, -0.012, 0.084], [0.009, 0.113, 0.119], [0.003, -0.001, 0.090]]}

[2]
{"formula": "C28H56AsCuF9N3O11", "method": "wB97M-V/def2-TZVPD", "spin_multiplicity": 3, "s2": 2.00, "orbital_gap_ev": [5.11, 7.72], "elements": ["Cu", "As", "F", "F", "F", "F", "F", "F", "C", "C", "N", "H", "H", "H", "C", "C", "N", "H", "H", "H", "C", "C", "N", "H", "H", "H", "C", "O", "C", "C", "O", "C", "C", "O", "C", "H", "H", "H", "H", "H", "H", "H", "H", "H", "H", "H", "H", "H", "H", "C", "O", "C", "C", "O", "C", "C", "O", "C", "H", "H", "H", "H", "H", "H", "H", "H", "H", "H", "H", "H", "H", "H", "C", "O", "C", "C", "O", "C", "C", "O", "C", "H", "H", "H", "H", "H", "H", "H", "H", "H", "H", "H", "H", "H", "H", "C", "C", "O", "C", "O", "C", "F", "F", "F", "H", "H", "H", "H", "H"], "coordinates": [[4.78140, -0.20561, 2.47659], [1.94703, 0.25074, -0.18712], [0.83676, 0.20270, -1.59472], [1.84779, 2.08145, -0.28735], [3.31478, 0.40497, 1.08387], [1.90258, -1.57317, -0.03822], [3.32883, 0.14136, -1.35170], [0.65780, 0.26254, 1.05563], [5.30134, 2.10422, -2.62958], [5.72828, 2.00844, -1.18553], [6.16020, 1.94500, -0.03724], [6.18664, 1.95179, -3.24692], [4.98740, 3.10359, -2.93091], [4.58015, 1.37652, -3.00166], [6.07966, -1.41918, -2.02842], [5.93587, -1.09696, -0.67587], [5.78524, -0.95593, 0.48221], [6.94107, -2.05108, -2.24470], [6.29304, -0.49463, -2.56485], [5.28118, -1.97471, -2.52028], [-1.37264, 2.88954, 1.34557], [-0.52689, 2.75944, 2.52469], [0.09457, 2.67898, 3.53129], [-1.44742, 3.87848, 0.89335], [-2.37637, 2.51993, 1.55536], [-1.12287, 2.15420, 0.58072], [1.00745, -2.83798, 7.16968], [0.30713, -2.21846, 6.07156], [-1.06128, -2.66477, 5.83149], [-1.62662, -2.13903, 4.58748], [-1.10708, -3.06747, 3.58075], [-1.40759, -2.64337, 2.26811], [-0.52477, -3.25818, 1.24965], [-0.63634, -4.64917, 1.30533], [-0.45745, -5.22681, 0.00219], [1.33565, -3.84707, 6.92042], [0.37838, -2.81907, 8.05963], [1.86270, -2.20420, 7.40412], [-1.45514, -2.11255, 6.68473], [-1.16414, -3.74635, 5.91935], [-1.38126, -1.09779, 4.37837], [-2.71407, -2.21307, 4.59378], [-1.31917, -1.56152, 2.16871], [-2.43386, -2.88396, 1.99065], [0.54248, -3.04720, 1.31727], [-0.83232, -3.00910, 0.23405], [-0.59230, -6.29254, 0.18693], [0.53329, -4.99891, -0.39100], [-1.25686, -4.94141, -0.68161], [-6.69786, 0.89411, -7.41058], [-5.54565, 1.23136, -6.58758], [-5.39421, 2.57590, -6.18288], [-4.02587, 2.83335, -5.69759], [-3.04918, 2.82959, -6.79158], [-1.77099, 2.48103, -6.39998], [-1.00588, 3.40016, -5.44023], [-1.39382, 3.54829, -4.02938], [-1.07070, 2.49476, -3.16876], [-6.51159, -0.13519, -7.71707], [-6.71240, 1.49945, -8.31692], [-7.65214, 0.94581, -6.88640], [-6.09216, 2.64167, -5.34824], [-5.59136, 3.19940, -7.05494], [-3.77698, 2.17460, -4.86559], [-3.95182, 3.80991, -5.21910], [-1.15862, 2.27738, -7.27841], [-1.83518, 1.46345, -6.01461], [-1.21766, 4.34784, -5.93535], [0.06599, 3.28498, -5.60125], [-1.74918, 2.50825, -2.31577], [-0.08293, 2.52175, -2.70866], [-1.18811, 1.48875, -3.57158], [5.54429, -3.50962, 2.50487], [4.51589, -2.47940, 2.58758], [3.40917, -2.99593, 3.21449], [2.38582, -1.86297, 3.44995], [2.99537, -0.62884, 3.85238], [2.15033, 0.38993, 4.32736], [3.10830, 1.60410, 4.69418], [3.96305, 1.78979, 3.54811], [4.30959, 3.20666, 3.35161], [6.45770, -3.15259, 2.02916], [5.17004, -4.29168, 1.84425], [5.84329, -3.85113, 3.49587], [3.55416, -3.49696, 4.17159], [2.95451, -3.81333, 2.65481], [1.66932, -2.20366, 4.19739], [1.75251, -1.67797, 2.58231], [1.61101, 0.07899, 5.22210], [1.43373, 0.72761, 3.57865], [3.79979, 1.51065, 5.53157], [2.45211, 2.44383, 4.92303], [4.75329, 3.30106, 2.36048], [5.18783, 3.50009, 3.92665], [3.48877, 3.91985, 3.42725], [-7.32248, 1.43926, -1.51062], [-5.96476, 1.33051, -2.09474], [-5.05020, 0.68235, -1.17013], [-3.93191, 0.18754, -1.70537], [-3.61612, 0.19777, -2.83888], [-3.15330, -0.62942, -0.67483], [-3.21773, -0.22066, 0.60068], [-3.54126, -1.92152, -0.65171], [-1.91042, -0.73162, -1.05587], [-7.40715, 2.28769, -0.83158], [-7.45733, 0.45065, -1.07180], [-8.00551, 1.55754, -2.35180], [-5.63151, 2.31968, -2.40871], [-6.01411, 0.76248, -3.02371]], "atomic_forces_ev_per_a": [[0.159, -0.169, 0.462], [0.141, 0.143, -0.858], [0.894, -0.120, 1.685], [0.404, -2.460, 0.293], [-1.903, -0.168, -1.077], [0.408, 2.311, -0.184], [-1.376, 0.144, 1.016], [1.234, 0.145, -1.097], [0.891, 0.105, 0.157], [2.031, -0.208, 5.796], [-2.807, 0.587, -7.493], [0.313, -0.121, 0.144], [-0.271, 0.037, 0.567], [-0.188, 0.011, 0.780], [0.958, -0.172, -2.667], [-1.086, -0.237, 5.654], [0.530, -0.390, -3.671], [0.323, 0.028, 0.546], [-0.265, 0.011, -0.260], [-0.536, 0.449, 0.507], [-0.682, -0.920, -0.593], [1.986, 0.038, 3.408], [-2.247, 0.345, -3.678], [0.321, -0.024, 0.331], [-0.210, 0.419, 0.595], [0.844, 0.188, -0.086], [-0.904, 0.769, -0.702], [0.977, -0.637, -0.855], [1.363, 1.289, 2.977], [0.470, -1.518, -1.769], [-0.226, 1.312, 0.160], [-0.248, 0.603, -0.046], [0.759, -0.744, -0.760], [-0.337, -1.388, -0.675], [-0.393, -0.542, 1.508], [-0.070, -0.103, 0.071], [-0.162, -0.326, 0.152], [0.073, -0.065, -0.282], [-1.473, -0.635, 0.153], [-0.021, 0.020, -0.059], [0.401, 0.032, -0.052], [-0.209, -0.064, 0.162], [0.137, 0.309, 0.117], [-0.339, -0.191, 0.177], [0.025, 0.670, 0.298], [-0.196, 0.957, 0.050], [0.370, -0.096, -0.276], [0.018, -0.014, -0.189], [0.052, 0.410, -0.144], [1.562, 0.160, 0.488], [-0.383, -1.212, -0.830], [-0.871, -1.006, -0.750], [1.733, 0.602, 0.006], [-1.650, 0.573, 0.641], [0.722, -2.195, 1.304], [-0.706, 0.981, -0.224], [0.141, -0.078, -2.070], [0.032, -0.997, 0.755], [-0.131, 0.027, 0.091], [-0.116, 0.247, 0.012], [-0.004, 0.207, 0.197], [-0.218, 1.143, 0.076], [-0.408, 0.512, 0.215], [0.356, -0.684, -0.341], [-0.353, 0.335, -0.112], [0.019, 0.793, -0.313], [0.047, -0.344, 0.645], [0.016, 0.645, 0.665], [0.175, -0.480, 0.534], [-0.298, 0.315, -0.023], [0.397, 0.399, -0.369], [-0.055, 0.014, -0.489], [-0.005, 0.700, -0.555], [2.119, -0.798, -0.265], [-2.259, 0.574, 0.992], [-0.960, -0.322, -0.267], [1.190, -1.241, -0.342], [1.189, 1.605, 0.910], [-0.481, -1.071, -0.925], [-0.826, 2.453, 0.164], [1.073, -1.042, -0.875], [-0.310, 0.623, 0.003], [-0.127, -0.326, 0.353], [-0.405, -0.185, 0.051], [0.996, 0.331, 0.433], [-0.338, 0.173, -0.639], [0.129, 0.050, 0.360], [0.317, 0.109, -0.440], [-0.051, -0.233, 0.058], [0.151, -0.084, -0.145], [-0.362, -0.738, 0.385], [0.056, 0.254, -0.437], [-0.522, -0.346, -0.393], [-0.354, -0.078, 0.930], [-0.196, -0.421, 0.291], [0.078, -0.530, 0.066], [0.537, 0.392, -1.274], [0.039, 0.535, -0.154], [-1.553, -0.262, 1.212], [0.549, 0.317, -1.346], [0.518, -1.620, 0.759], [-0.081, 0.645, -0.340], [-1.314, -0.092, -0.165], [1.509, 1.012, -0.168], [-0.186, -0.384, 0.225], [-0.786, 0.286, 0.490], [-0.206, 0.075, 0.206], [0.689, 0.007, 0.313], [0.241, -0.348, 0.134]]}

[3]
{"formula": "C4H11NO", "method": "wB97M-V/def2-TZVPD", "spin_multiplicity": 1, "orbital_gap_ev": 9.76, "elements": ["N", "C", "C", "C", "C", "O", "H", "H", "H", "H", "H", "H", "H", "H", "H", "H", "H"], "coordinates": [[-1.71811, 0.09093, -2.26554], [-0.49503, 0.45767, -1.46001], [-0.45878, 0.31462, 0.07494], [0.76691, -0.59106, 0.37761], [0.97703, -0.57148, 1.92200], [1.83772, 0.65584, 2.25448], [-1.57590, -0.06693, -3.27487], [-2.38472, -0.51368, -1.89603], [0.41116, -0.03803, -1.90927], [-0.28897, 1.48624, -1.80012], [-1.36867, -0.24480, 0.41014], [-0.33047, 1.37221, 0.48311], [1.64230, -0.09089, -0.08243], [0.62676, -1.65572, 0.06463], [1.38668, -1.42501, 2.48445], [-0.06825, -0.38659, 2.17878], [1.04034, 1.20669, 2.43814]], "atomic_forces_ev_per_a": [[1.553, 1.381, -0.421], [0.274, 0.230, -2.721], [0.000, -0.463, -1.303], [0.650, 0.123, 1.333], [0.857, 1.374, -0.770], [-3.296, -1.357, 0.002], [0.148, 0.091, 1.201], [-0.825, -1.252, 0.854], [-0.854, -0.183, 0.569], [-0.174, 0.035, 0.700], [0.489, 0.969, 0.047], [-0.401, -1.656, 0.012], [-0.259, -0.809, 0.091], [0.023, 1.008, -0.264], [-0.062, 0.240, -0.717], [0.272, -0.085, 1.317], [1.606, 0.354, 0.070]]}

Number 1: calculated total energy -3700.4993 Ha. Number 2: calculated total energy -6867.1426 Ha. Number 3: calculated total energy -288.9311 Ha.